Entry 1:
C41H37AsCl5N3O2SZn | ωB97M-V with the def2-TZVPD basis set

The lowest unoccupied orbital energy is 0.1483 hartree. The value obtained for the highest occupied orbital energy is -0.0654 hartree. The value obtained for the gap between HOMO and LUMO is 5.813 eV.

ORCA input file:
```
! wB97M-V def2-TZVPD RIJCOSX def2/J DEFGRID3
* xyz -2 1
Zn 2.133 -0.791 -0.518
O 6.307 -0.195 -0.890
C 5.085 0.004 -0.826
O 4.213 -0.908 -0.664
C 4.636 1.471 -0.866
C 5.548 2.379 -0.323
C 5.314 3.744 -0.294
C 4.138 4.231 -0.854
C 3.222 3.351 -1.401
C 3.428 1.958 -1.408
S 2.150 0.978 -2.128
H 6.468 1.967 0.070
H 6.041 4.419 0.144
H 3.934 5.298 -0.863
H 2.300 3.720 -1.833
C -6.522 0.345 2.440
C -5.221 0.490 1.692
C -4.609 -0.595 1.088
C -3.381 -0.489 0.431
C -2.807 -1.757 -0.154
C -2.735 0.756 0.361
As -0.932 1.014 -0.544
N 0.087 -0.297 0.301
C 0.019 -0.336 1.673
C 0.679 -1.370 2.392
C 0.594 -1.500 3.763
C -0.121 -0.587 4.543
C -0.673 0.507 3.890
C -0.575 0.648 2.512
C -1.729 0.335 -2.275
C -2.770 1.121 -2.791
C -3.189 2.446 -2.190
C -3.458 0.719 -3.937
C -3.128 -0.436 -4.621
C -3.889 -0.879 -5.845
C -2.034 -1.157 -4.160
C -1.320 -0.780 -3.028
C -0.123 -1.593 -2.646
C -3.354 1.861 0.971
C -2.743 3.247 0.977
C -4.575 1.716 1.621
H -6.883 -0.684 2.400
H -7.298 0.993 2.024
H -6.397 0.617 3.491
H -5.088 -1.570 1.141
H -3.185 -2.625 0.391
H -1.719 -1.767 -0.095
H -3.090 -1.863 -1.204
H 1.299 -2.060 1.836
H 1.105 -2.332 4.238
H -0.216 -0.714 5.616
H -1.171 1.288 4.458
H -0.924 1.568 2.072
H -2.362 2.928 -1.670
H -4.005 2.321 -1.475
H -3.529 3.114 -2.982
H -4.269 1.345 -4.300
H -4.684 -0.173 -6.092
H -4.344 -1.861 -5.687
H -3.226 -0.962 -6.709
H -1.710 -2.041 -4.704
H 0.142 -2.303 -3.432
H -0.299 -2.144 -1.724
H 0.739 -0.951 -2.480
H -1.670 3.225 0.800
H -2.929 3.738 1.935
H -3.187 3.869 0.195
H -5.025 2.585 2.098
Cl 0.216 -3.894 0.624
C 1.681 -4.065 -0.328
C 2.176 -2.967 -1.024
C 3.121 -3.315 -2.004
Cl 3.510 -2.174 -3.255
C 3.693 -4.583 -2.114
Cl 4.914 -4.924 -3.297
C 3.268 -5.604 -1.269
Cl 3.998 -7.174 -1.345
C 2.213 -5.358 -0.404
Cl 1.578 -6.663 0.553
C 2.595 2.040 4.558
N 3.020 1.226 3.440
C 3.923 0.183 3.469
C 3.911 -0.360 2.219
N 3.003 0.315 1.436
C 2.491 1.248 2.198
H 3.230 1.820 5.413
H 1.560 1.813 4.817
H 2.686 3.100 4.318
H 4.483 -0.059 4.357
H 4.498 -1.167 1.806
H 1.747 1.965 1.887
*
```

***

Entry 2:
C41H37Cl3N10ReS | ωB97M-V with the def2-TZVPD basis set

The lowest unoccupied orbital energy (spin up / spin down) is -0.2957 / -0.2898 hartree. The value obtained for the highest occupied orbital energy (spin up / spin down) is -0.4565 / -0.4571 hartree. The value obtained for the gap between HOMO and LUMO (spin up / spin down) is 4.375 / 4.553 eV. The expectation value of S² is 0.82.

ORCA input file:
```
! wB97M-V def2-TZVPD RIJCOSX def2/J DEFGRID3
* xyz 2 2
Re -0.792 0.054 -1.195
C 0.654 0.478 3.563
C -0.750 0.195 3.013
C -1.161 -1.244 3.216
C -1.885 -1.603 4.345
C -2.218 -2.924 4.585
C -1.823 -3.888 3.684
C -1.072 -3.576 2.548
C -0.693 -4.732 1.638
C 0.371 -5.644 2.260
C -0.725 -2.233 2.326
N -0.052 -1.795 1.152
C 0.919 -2.405 0.621
C 1.353 -2.144 -0.729
C 2.496 -2.634 -1.309
C 2.537 -2.166 -2.643
C 1.405 -1.420 -2.819
N 0.642 -1.402 -1.672
H 0.928 1.528 3.418
H 1.395 -0.147 3.053
H 0.700 0.255 4.629
H -0.761 0.425 1.944
H -1.470 0.849 3.512
H -2.194 -0.831 5.042
H -2.780 -3.198 5.469
H -2.099 -4.924 3.856
H -0.331 -4.383 0.673
H -1.591 -5.328 1.445
H 1.291 -5.090 2.465
H 0.612 -6.472 1.590
H 0.020 -6.064 3.203
H 1.536 -3.116 1.188
H 3.227 -3.254 -0.807
H 3.301 -2.344 -3.385
H 1.099 -0.908 -3.716
C -1.386 5.193 1.355
C -2.283 4.360 2.014
C -2.540 3.089 1.532
C -1.912 2.657 0.368
C -1.040 3.493 -0.302
C -0.767 4.756 0.193
N -2.151 1.315 -0.138
N -3.204 0.824 0.333
C -3.349 -0.546 0.136
C -4.534 -1.149 0.515
C -4.651 -2.519 0.364
C -3.586 -3.228 -0.177
C -2.439 -2.553 -0.539
N -2.308 -1.235 -0.358
H -1.182 6.184 1.738
H -2.779 4.699 2.914
H -3.211 2.424 2.057
H -0.610 3.183 -1.235
H -0.077 5.403 -0.334
H -5.332 -0.534 0.908
H -5.558 -3.029 0.663
H -3.636 -4.301 -0.308
H -1.587 -3.066 -0.971
S 0.870 0.772 0.400
C 1.874 1.506 -0.731
N 3.152 1.909 -0.499
N 3.637 1.649 0.635
C 4.950 1.968 1.004
C 5.835 2.555 0.096
C 7.116 2.828 0.519
C 7.506 2.525 1.826
C 6.613 1.942 2.719
C 5.327 1.656 2.311
N 1.468 1.831 -2.003
N 0.344 1.371 -2.347
C -0.077 1.950 -3.623
C -0.423 1.150 -4.700
C -0.851 1.744 -5.877
C -0.939 3.127 -5.974
C -0.554 3.919 -4.904
C -0.103 3.333 -3.732
H 3.059 1.161 1.330
H 5.508 2.779 -0.911
H 7.821 3.281 -0.164
H 8.514 2.751 2.150
H 6.922 1.716 3.730
H 4.615 1.204 2.994
H -0.318 0.077 -4.646
H -1.108 1.123 -6.725
H -1.284 3.585 -6.892
H -0.593 4.999 -4.978
H 0.228 3.949 -2.907
Cl -4.542 -2.809 -3.635
C -3.787 -1.443 -4.440
Cl -2.880 -1.970 -5.848
Cl -4.956 -0.212 -4.848
C -2.831 -0.848 -3.479
N -2.082 -0.412 -2.741
*
```

***

Entry 3:
C41H37CuF5P2S | ωB97M-V with the def2-TZVPD basis set

The lowest unoccupied orbital energy (spin up / spin down) is 0.0008 / -0.0055 hartree. The value obtained for the highest occupied orbital energy (spin up / spin down) is -0.2192 / -0.2650 hartree. The value obtained for the gap between HOMO and LUMO (spin up / spin down) is 5.988 / 7.061 eV. The expectation value of S² is 0.76.

ORCA input file:
```
! wB97M-V def2-TZVPD RIJCOSX def2/J DEFGRID3
* xyz 0 2
Cu -0.089 0.209 -0.338
C -1.880 0.847 -7.262
C -1.884 -0.432 -6.862
C -1.052 -1.544 -7.445
C 0.319 -1.160 -8.046
C 1.201 -0.333 -7.153
C 1.222 1.003 -7.071
C 0.369 1.960 -7.851
C -1.011 1.455 -8.332
C 1.532 0.179 0.785
H -2.604 1.551 -6.825
H -2.618 -0.755 -6.111
H -1.621 -2.078 -8.228
H -0.880 -2.283 -6.647
H 0.850 -2.110 -8.204
H 0.180 -0.723 -9.043
H 1.925 -0.921 -6.575
H 1.984 1.495 -6.457
H 0.913 2.324 -8.740
H 0.201 2.849 -7.223
H -1.550 2.348 -8.689
H -0.888 0.801 -9.207
H 1.425 1.125 1.333
H 2.570 0.083 0.433
H 1.318 -0.656 1.463
P -1.507 -0.518 -1.835
P 1.600 0.093 -1.758
C -0.508 -0.732 -3.319
C 0.842 -0.586 -3.256
C -2.434 -2.051 -1.565
C -2.778 -2.858 -2.661
C -3.550 -4.004 -2.463
C -3.940 -4.377 -1.172
C -3.557 -3.601 -0.071
C -2.804 -2.442 -0.263
C -2.735 0.777 -2.234
C -2.299 2.117 -2.316
C -3.228 3.143 -2.481
C -4.584 2.843 -2.636
C -5.017 1.513 -2.596
C -4.102 0.483 -2.364
C 3.097 -0.955 -1.590
C 2.919 -2.238 -1.032
C 4.025 -3.057 -0.798
C 5.311 -2.610 -1.121
C 5.493 -1.331 -1.657
C 4.393 -0.494 -1.880
C 2.191 1.763 -2.227
C 2.354 2.735 -1.220
C 2.860 3.994 -1.546
C 3.155 4.319 -2.872
C 2.934 3.376 -3.884
C 2.448 2.105 -3.564
H -1.037 -0.963 -4.246
H 1.535 -0.906 -4.043
H -2.438 -2.587 -3.661
H -3.845 -4.604 -3.323
H -4.541 -5.275 -1.023
H -3.849 -3.899 0.937
H -2.495 -1.832 0.587
H -1.237 2.348 -2.218
H -2.885 4.178 -2.494
H -5.306 3.648 -2.793
H -6.071 1.271 -2.744
H -4.443 -0.553 -2.279
H 1.915 -2.579 -0.769
H 3.877 -4.047 -0.367
H 6.170 -3.263 -0.957
H 6.498 -0.981 -1.906
H 4.541 0.516 -2.275
H 2.089 2.487 -0.191
H 3.029 4.723 -0.752
H 3.558 5.303 -3.118
H 3.149 3.626 -4.922
H 2.265 1.374 -4.354
F -0.622 0.320 6.857
C -0.848 0.545 5.548
C -0.911 1.852 5.063
F -0.785 2.888 5.921
C -1.135 2.081 3.712
F -1.219 3.357 3.268
C -1.312 1.026 2.785
S -1.618 1.327 1.136
C -1.245 -0.282 3.323
F -1.438 -1.349 2.506
C -1.016 -0.527 4.671
F -0.968 -1.794 5.132
*
```

***

Entry 4:
C41H37FNO3Sb2V | ωB97M-V with the def2-TZVPD basis set

The lowest unoccupied orbital energy (spin up / spin down) is -0.3835 / -0.3544 hartree. The value obtained for the highest occupied orbital energy (spin up / spin down) is -0.6011 / -0.6004 hartree. The value obtained for the gap between HOMO and LUMO (spin up / spin down) is 5.919 / 6.693 eV. The expectation value of S² is 0.85.

ORCA input file:
```
! wB97M-V def2-TZVPD RIJCOSX def2/J DEFGRID3
* xyz 3 2
V -0.080 -0.475 -0.070
C -3.053 5.945 1.384
C -1.925 5.859 0.367
C -0.888 6.963 0.471
C -0.174 6.910 1.812
C 0.353 5.528 2.081
C 1.380 5.321 2.968
C 1.894 4.038 3.203
F 2.886 3.916 4.069
C 1.422 2.930 2.562
C 0.373 3.106 1.648
C -0.167 2.017 0.925
O 0.331 0.777 1.160
C -1.198 2.213 0.017
C -1.723 3.493 -0.126
N -1.231 4.526 0.531
C -0.177 4.396 1.413
C -1.805 1.002 -0.627
O -2.827 0.483 -0.315
O -0.897 0.289 -1.458
H -3.558 6.905 1.275
H -2.685 5.871 2.407
H -3.792 5.161 1.226
H -2.328 5.835 -0.645
H -1.390 7.920 0.338
H -0.169 6.863 -0.345
H -0.846 7.204 2.623
H 0.654 7.617 1.831
H 1.826 6.153 3.501
H 1.848 1.956 2.749
H -2.564 3.689 -0.779
C 2.528 -3.510 -0.116
C 1.423 -4.557 -0.235
C 0.300 -4.461 0.793
Sb -1.134 -2.877 0.618
C -2.245 -2.818 2.387
C -2.256 -1.683 3.194
C -2.994 -1.687 4.367
C -3.715 -2.816 4.730
C -3.704 -3.947 3.923
C -2.969 -3.954 2.748
C -2.397 -3.368 -0.977
C -1.855 -3.664 -2.227
C -2.699 -4.009 -3.270
C -4.073 -4.052 -3.066
C -4.609 -3.742 -1.823
C -3.773 -3.392 -0.772
Sb 2.164 -1.617 -1.042
C 3.770 -0.358 -0.604
C 4.261 -0.276 0.699
C 5.351 0.538 0.961
C 5.940 1.264 -0.069
C 5.443 1.182 -1.363
C 4.351 0.372 -1.638
C 2.011 -1.928 -3.110
C 0.886 -1.546 -3.837
C 0.845 -1.794 -5.201
C 1.914 -2.418 -5.830
C 3.033 -2.800 -5.100
C 3.085 -2.560 -3.736
H 3.429 -3.853 -0.629
H 2.812 -3.325 0.922
H 1.899 -5.529 -0.078
H 1.029 -4.598 -1.253
H 0.695 -4.414 1.809
H -0.329 -5.353 0.737
H -1.692 -0.798 2.920
H -3.008 -0.810 5.000
H -4.290 -2.816 5.646
H -4.267 -4.825 4.209
H -2.975 -4.841 2.124
H -0.785 -3.634 -2.405
H -2.285 -4.252 -4.239
H -4.729 -4.329 -3.880
H -5.678 -3.778 -1.667
H -4.199 -3.155 0.196
H 3.823 -0.853 1.506
H 5.753 0.594 1.964
H 6.798 1.889 0.138
H 5.912 1.740 -2.162
H 3.977 0.300 -2.653
H 0.046 -1.056 -3.361
H -0.023 -1.496 -5.775
H 1.878 -2.607 -6.894
H 3.866 -3.283 -5.592
H 3.968 -2.857 -3.181
*
```

***

Entry 5:
C41H37N5O13 | ωB97M-V with the def2-TZVPD basis set

The lowest unoccupied orbital energy is -0.0323 hartree. The value obtained for the highest occupied orbital energy is -0.3183 hartree. The value obtained for the gap between HOMO and LUMO is 7.782 eV.

ORCA input file:
```
! wB97M-V def2-TZVPD RIJCOSX def2/J DEFGRID3
* xyz 0 1
O -9.414 -2.142 1.799
C -9.052 -3.299 1.234
O -8.124 -3.380 0.083
C -8.772 -4.419 -0.754
C -9.144 -5.543 0.395
C -10.162 -6.729 -0.099
C -11.682 -6.641 0.510
C -12.367 -5.152 0.186
C -12.500 -4.694 -1.392
C -13.134 -3.200 -1.676
C -13.605 -2.292 -0.371
C -13.450 -2.768 1.206
C -12.812 -4.264 1.490
O -9.485 -4.700 1.551
H -7.938 -4.939 -1.395
H -9.635 -3.840 -1.296
H -8.210 -6.157 0.811
H -10.261 -6.634 -1.282
H -9.740 -7.805 0.114
H -12.338 -7.420 -0.109
H -11.786 -6.939 1.638
H -12.115 -5.446 -2.202
H -13.220 -2.847 -2.801
H -14.086 -1.240 -0.590
H -13.752 -2.130 2.141
H -12.630 -4.724 2.572
C -7.106 0.154 1.348
C -6.703 -0.904 0.532
C -5.594 -0.761 -0.304
C -4.890 0.451 -0.312
C -5.297 1.518 0.500
C -6.409 1.364 1.330
N -3.708 0.599 -1.170
O -3.392 -0.361 -1.888
O -3.093 1.674 -1.125
H -7.968 0.036 2.002
H -7.252 -1.843 0.550
H -5.293 -1.596 -0.934
H -4.762 2.465 0.500
H -6.730 2.185 1.966
C -1.472 2.904 2.192
C -0.967 1.933 1.326
C -0.021 1.013 1.781
C 0.411 1.071 3.113
C -0.088 2.049 3.983
C -1.032 2.966 3.516
N 1.387 0.091 3.604
O 1.819 -0.747 2.798
O 1.719 0.154 4.796
H -2.214 3.615 1.835
H -1.314 1.892 0.295
H 0.363 0.263 1.093
H 0.242 2.109 5.018
H -1.429 3.727 4.184
C 4.604 2.146 0.725
C 5.334 3.203 0.180
C 4.690 4.179 -0.583
C 3.306 4.088 -0.791
C 2.572 3.024 -0.251
C 3.228 2.053 0.508
N 2.619 5.125 -1.571
O 3.307 6.040 -2.048
O 1.391 5.028 -1.704
H 5.109 1.391 1.324
H 6.406 3.268 0.352
H 5.273 4.996 -1.002
H 1.499 2.939 -0.408
H 2.666 1.225 0.934
C 12.324 4.932 -1.447
C 11.860 3.675 -1.059
C 10.611 3.548 -0.447
C 9.831 4.692 -0.231
C 10.298 5.957 -0.613
C 11.549 6.071 -1.222
N 8.506 4.563 0.388
O 8.137 3.430 0.729
O 7.833 5.593 0.531
H 13.296 5.025 -1.929
H 12.470 2.792 -1.236
H 10.263 2.561 -0.150
H 9.705 6.854 -0.448
H 11.920 7.048 -1.525
C 12.657 -3.292 -1.297
C 11.406 -3.250 -1.915
C 11.001 -2.102 -2.598
C 11.863 -0.999 -2.662
C 13.116 -1.035 -2.036
C 13.509 -2.188 -1.353
N 11.453 0.202 -3.400
O 10.329 0.202 -3.924
O 12.256 1.144 -3.462
H 12.971 -4.192 -0.770
H 10.747 -4.115 -1.866
H 10.023 -2.086 -3.074
H 13.793 -0.184 -2.073
H 14.481 -2.227 -0.867
*
```